No. 1
The following is a DFT calculation (ωB97M-V/def2-TZVPD) of a 2-piece molecular cluster, CBrClFO2S overall in a non-equilibrium geometry.

Properties
**Kohn-Sham gap (spin up / spin down)**: 6.0 / 6.8 eV
**Net charge**: -1
**LUMO (spin up / spin down)**: 1.4 / 1.5 eV
**2S+1**: 1
**HOMO energy (spin up / spin down)**: -4.5 / -5.4 eV
**Energy above the lowest of the compared OMol25 structures with the same formula, charge and spin**: 3.462 eV

The geometry in XYZ format:
```
7
Properties=species:S:1:pos:R:3:forces:R:3:mulliken_charge:R:1
C 0.464102 0.481659 -0.668484 0.02 -0.12 -0.49 0.183
O 0.827274 -1.158563 1.417383 -0.49 1.12 -0.06 -0.557
O -1.266515 0.158500 1.515228 0.40 0.31 -0.17 -0.511
F -1.313963 -0.679774 -2.415121 0.74 0.61 0.65 -0.677
S 0.164164 0.151853 1.238031 -0.03 -1.82 0.58 0.661
Cl 0.757315 2.188184 -0.830412 -0.36 -0.29 -0.50 -0.118
Br 1.769999 -0.569251 -1.497858 -0.28 0.20 -0.01 0.019
```
Forces are in eV/Å.

---

No. 2
The following is a DFT calculation (ωB97M-V/def2-TZVPD) of one molecule with the formula C20H21N3O4 in a non-equilibrium geometry.

Properties
**Kohn-Sham gap**: 8.6 eV
**LUMO**: 0.3 eV
**2S+1**: 1
**HOMO energy**: -8.3 eV
**Energy above the lowest of the compared OMol25 structures with the same formula, charge and spin**: 5.742 eV

The geometry in XYZ format:
```
48
Properties=species:S:1:pos:R:3:forces:R:3:mulliken_charge:R:1
C -0.262801 -0.122685 0.758555 -1.73 1.30 0.44 0.317
C -0.049640 1.394905 0.899543 3.45 -3.94 3.35 -0.105
C -1.459022 -0.226290 -0.094655 -3.64 -2.64 -2.19 -0.795
C -1.588550 -1.709101 -0.628679 0.39 3.92 1.14 0.401
C -0.557774 -2.226192 -1.247591 4.35 -1.76 -2.52 -0.394
C -2.408963 -2.759200 -0.215967 -1.33 0.38 0.78 0.903
C -1.803001 -3.957546 -0.586859 -3.44 -1.78 1.93 -0.768
C -3.628913 -2.672978 0.498991 -1.92 0.41 1.13 -0.187
C -2.487382 -5.258402 -0.122218 4.46 2.56 -3.17 -0.369
C -4.237036 -3.850931 0.918095 -0.98 -0.68 -1.01 -0.487
C -3.709487 -5.194786 0.482778 0.69 1.36 0.92 -0.673
C 1.680903 2.854455 2.015615 -0.24 0.11 -0.90 0.321
C 0.782564 4.107078 2.089745 -2.08 -1.94 1.53 0.429
C 2.744284 2.841033 0.978010 1.52 1.47 -2.10 -1.729
C 2.502014 2.430612 -0.422681 -1.33 -2.23 -1.27 1.110
C 2.790938 1.098051 -0.887434 0.88 1.82 1.33 -0.665
C 1.866314 3.271712 -1.309979 1.27 -0.21 -1.16 -0.493
C 2.674423 0.833797 -2.231407 -0.57 -0.21 -0.79 -0.437
C 1.670533 2.913714 -2.647940 0.99 -0.96 0.33 -0.650
C 2.106373 1.694781 -3.176760 -2.66 0.40 0.55 0.150
H -1.120884 -0.865186 2.568462 1.04 -0.21 -0.93 0.217
H 0.424524 -1.571973 2.114519 -0.56 0.09 -0.03 0.213
H 0.523847 -0.466527 0.133577 1.12 -0.11 -0.29 0.062
H -2.484754 -0.001362 0.251356 0.65 0.04 1.29 0.430
H -1.485383 0.499188 -0.889254 0.83 -0.02 -0.68 0.488
H 0.442461 -1.745056 -1.602106 -2.19 -0.96 0.50 0.320
H -0.157702 -4.342647 -1.854115 -0.62 1.42 0.98 0.267
H -4.235359 -1.632636 0.740732 2.08 -2.73 -0.68 0.143
H -1.679925 -6.018994 -0.489702 -2.68 0.01 1.18 0.216
H -5.256650 -3.716785 1.411771 1.59 -0.74 -0.63 0.288
H -4.118374 -6.176334 0.716933 -0.54 0.56 0.35 0.373
H 1.093119 0.850543 2.568008 -0.78 1.39 -1.43 0.290
H 2.324778 2.867131 2.879710 -0.65 -0.34 1.11 0.430
H 3.229036 3.851225 0.868958 -0.35 -0.77 0.67 0.312
H 3.510782 2.130030 1.184072 0.80 -0.30 1.40 0.563
H 3.251395 0.325004 -0.196737 -0.60 1.04 -0.93 0.200
H 1.709422 4.260458 -0.945867 -0.72 0.64 -0.09 0.490
H 2.970040 -0.120817 -2.509181 0.47 -1.84 -0.80 0.527
H 1.204745 3.519894 -3.352766 -0.96 1.38 -0.78 0.498
H 1.751993 0.447127 -4.660641 -0.07 0.21 -0.09 0.295
H -0.067054 2.919143 3.230360 -0.38 0.64 0.62 0.415
N -0.296087 -0.885109 1.944811 -0.12 -0.22 1.71 -0.500
N -0.672515 -3.644104 -1.266534 1.11 -0.77 -0.75 -0.046
N 0.824501 1.657429 1.930482 1.26 -0.67 2.91 -0.287
O -0.317508 2.156965 0.079928 -2.05 3.96 -3.32 -0.538
O 0.627917 4.986158 1.325807 0.73 0.98 -0.21 -0.442
O 1.472481 1.352037 -4.458440 2.25 0.06 2.30 -0.534
O -0.094621 3.903169 3.206696 1.28 -0.13 -1.70 -0.569
```
Forces are in eV/Å.

---

No. 3
The following is a DFT calculation (ωB97M-V/def2-TZVPD) of a 6-piece molecular cluster, C48H94F17N7O7 overall.

Properties
**Kohn-Sham gap**: 9.1 eV
**LUMO**: 0.2 eV
**2S+1**: 1
**HOMO energy**: -8.9 eV

The geometry in XYZ format:
```
173
Properties=species:S:1:pos:R:3:forces:R:3:mulliken_charge:R:1
C -2.053602 -3.757028 -5.745090 0.34 -0.43 0.45 -0.746
N -0.752155 -3.473235 -5.108456 -0.15 0.49 -0.47 -0.007
C -0.567868 -2.086518 -4.672719 0.19 -0.21 0.04 -1.624
C -0.574992 -1.873855 -3.123740 -0.52 -0.08 -0.06 3.642
C -1.644574 -0.844745 -2.716537 0.06 -0.18 0.28 -0.236
C -2.968083 -1.379597 -2.192126 -0.30 0.39 -0.13 -0.803
C -3.881266 -0.230862 -1.755763 0.07 -0.01 0.40 -1.485
C -3.371752 0.481627 -0.486676 -0.06 0.16 -0.40 -0.414
C -2.714780 1.831801 -0.786286 0.14 0.11 0.18 -0.603
C -1.779586 2.370800 0.296224 -0.19 0.03 -0.07 -0.219
C -0.557337 1.497092 0.527237 0.13 0.24 -0.19 1.392
C 0.444664 2.049624 1.541758 -0.17 -0.30 0.06 -1.350
C -0.130345 2.520343 2.874997 0.45 -0.06 0.09 -0.910
C -0.548618 1.349476 3.786022 0.13 0.55 0.13 -0.434
C -1.954725 1.443892 4.379843 -0.19 -0.70 -0.08 -0.797
O -2.856595 2.205969 3.593857 0.02 0.13 0.06 -0.335
C -4.035387 1.512853 3.246782 0.09 0.20 0.08 -0.914
C -0.678744 -3.245122 -2.447582 -0.13 -0.20 0.36 -1.676
C 0.736384 -3.782563 -2.507700 0.33 -0.13 -0.58 0.163
O 1.127487 -4.909406 -2.327802 -0.17 -0.04 0.10 -0.694
N 1.587151 -2.700257 -2.809484 -0.29 0.61 0.70 -0.279
C 0.789583 -1.490328 -2.532437 -0.10 -0.13 0.22 -1.854
C 1.423544 -0.139332 -2.791646 -0.22 0.01 -0.21 0.766
C 1.556279 0.314631 -4.235527 0.40 -0.30 -0.20 -1.055
C 2.411670 1.546764 -4.384034 -0.18 0.06 0.06 0.920
F 3.688481 1.284593 -4.012541 0.01 0.09 -0.03 -0.318
F 2.435141 1.936604 -5.686133 -0.01 0.04 0.06 -0.360
C 1.885451 2.729952 -3.515190 0.29 0.10 -0.09 0.304
F 2.350595 2.569120 -2.258457 -0.04 -0.01 0.12 -0.332
F 0.540242 2.667248 -3.490249 -0.33 0.20 0.10 -0.314
C 2.297364 4.142010 -3.982740 0.44 -0.16 0.04 0.764
F 1.625990 4.482418 -5.082350 -0.31 0.06 -0.03 -0.282
F 3.607069 4.056963 -4.304269 0.06 0.15 -0.06 -0.298
C 2.215580 5.315345 -2.927694 -0.22 -0.18 0.02 0.394
F 2.257670 6.455095 -3.630266 0.02 0.07 -0.21 -0.267
F 3.329061 5.240239 -2.181310 0.04 0.02 0.19 -0.269
C 1.047616 5.475918 -1.883784 -0.21 0.37 -0.12 0.772
F 1.266542 6.693898 -1.328933 0.14 0.06 -0.01 -0.384
F 1.188131 4.582290 -0.907060 -0.01 -0.34 0.01 -0.123
C -0.451947 5.465953 -2.371222 0.09 0.00 0.30 0.353
F -0.548143 5.458177 -3.708253 0.19 -0.01 -0.20 -0.342
F -1.033721 4.353973 -1.895522 0.08 -0.06 -0.27 -0.066
C -1.324407 6.642091 -1.836165 -0.19 -0.03 -0.49 0.462
F -2.588424 6.311712 -2.162279 -0.08 -0.01 0.05 -0.320
F -1.243199 6.686674 -0.506877 0.13 0.04 0.24 -0.284
C -1.042464 8.061392 -2.467076 -0.09 -0.21 0.21 0.714
F 0.080473 8.074631 -3.169880 0.36 -0.04 -0.18 -0.214
F -2.028163 8.399945 -3.279179 -0.32 0.06 -0.21 -0.263
F -0.957883 8.964850 -1.505702 0.07 0.22 0.27 -0.259
H -2.747004 -2.928346 -5.625180 -0.02 0.17 -0.07 0.263
H -2.516989 -4.628432 -5.283119 -0.11 -0.07 0.02 0.016
H -1.921078 -3.974869 -6.802318 -0.14 0.08 -0.17 0.353
H -0.025303 -3.684214 -5.774448 0.06 -0.13 0.08 0.328
H 0.374839 -1.735962 -5.077417 0.16 0.01 0.00 0.565
H -1.338334 -1.448513 -5.107345 -0.11 0.07 -0.05 0.245
H -1.237810 -0.196405 -1.939234 0.09 0.06 0.07 -1.378
H -1.875752 -0.197968 -3.563701 0.14 0.16 -0.09 0.714
H -3.487285 -1.969517 -2.948996 0.09 -0.19 -0.08 0.327
H -2.809395 -2.004844 -1.315838 0.04 -0.26 0.00 0.409
H -3.968176 0.513298 -2.548607 -0.13 -0.04 -0.20 0.512
H -4.876127 -0.628114 -1.563056 -0.12 -0.04 -0.09 0.437
H -2.689050 -0.191576 0.030871 0.07 -0.01 0.16 0.100
H -4.213257 0.674151 0.176988 -0.01 -0.10 0.19 0.673
H -2.158123 1.798300 -1.725451 -0.01 -0.11 -0.13 -0.025
H -3.520771 2.552469 -0.930999 -0.02 0.13 -0.17 0.831
H -1.429212 3.352916 -0.030969 -0.08 -0.03 0.26 -0.270
H -2.341742 2.525547 1.217165 0.05 -0.07 0.13 0.194
H -0.838637 0.475033 0.778355 -0.10 -0.09 0.17 0.718
H -0.027339 1.438375 -0.430001 0.02 -0.18 -0.07 -1.223
H 1.145366 1.246036 1.779278 0.26 0.04 -0.09 0.578
H 1.024776 2.845899 1.075058 -0.03 0.16 0.00 -0.027
H 0.683143 3.053955 3.366112 -0.04 0.18 0.12 0.568
H -0.937167 3.234705 2.746287 -0.12 0.00 -0.08 0.477
H -0.391376 0.398854 3.279435 -0.18 -0.07 -0.19 0.405
H 0.140784 1.348464 4.629295 0.07 -0.24 0.09 0.240
H -2.352466 0.429028 4.467536 -0.01 -0.10 0.08 0.374
H -1.919414 1.829083 5.398721 0.00 0.36 -0.02 0.252
H -4.686345 2.219084 2.738578 -0.03 0.05 -0.11 0.263
H -3.815057 0.680643 2.574605 -0.04 -0.14 -0.01 0.367
H -4.561576 1.147487 4.131377 -0.02 -0.11 0.07 0.415
H -0.888496 -3.136567 -1.378173 0.01 0.19 0.07 0.632
H -1.420647 -3.932878 -2.830847 0.07 -0.13 -0.23 0.515
H 2.436057 -2.702752 -2.255790 0.24 -0.41 -0.37 0.466
H 0.586376 -1.466131 -1.451433 0.09 0.10 0.11 0.510
H 2.398349 -0.103462 -2.305751 0.11 -0.10 0.03 0.646
H 0.801005 0.571787 -2.251448 0.01 0.07 0.03 -0.817
H 2.068635 -0.448165 -4.822231 0.06 -0.04 -0.10 0.635
H 0.600819 0.507606 -4.714096 -0.15 0.03 0.06 0.209
C 4.019667 -2.583013 6.178839 0.07 -0.04 0.03 -1.407
C 3.837393 -2.439323 4.670842 -0.13 0.02 0.13 0.375
C 4.182302 -1.047656 4.125273 0.08 -0.04 -0.15 -0.830
O 3.217112 -0.047847 4.385124 0.02 0.07 0.04 -0.113
C 3.264923 0.523042 5.678557 -0.18 0.00 -0.04 -0.827
N 2.479256 -2.859826 4.314927 0.05 0.12 -0.12 -0.719
H 3.194084 -2.133859 6.730177 -0.01 0.04 -0.02 0.296
H 4.049768 -3.637400 6.450651 -0.04 -0.01 -0.01 0.354
H 4.949316 -2.118917 6.513763 0.00 0.01 0.00 0.340
H 4.531246 -3.136095 4.190813 0.03 0.03 -0.05 0.409
H 4.234910 -1.116570 3.035434 -0.03 0.02 0.00 0.302
H 5.170546 -0.720335 4.476432 -0.02 -0.03 0.08 0.401
H 4.290855 0.605033 6.049236 0.02 -0.04 -0.01 0.398
H 2.668592 -0.055070 6.388518 0.08 0.01 0.09 0.268
H 2.834138 1.522354 5.616419 0.02 0.01 -0.06 0.215
H 2.388155 -2.896318 3.303931 0.01 -0.09 0.02 0.253
H 1.838705 -2.125839 4.605745 -0.02 -0.04 0.05 0.296
C -2.939478 7.045319 8.023018 -0.01 0.08 -0.03 -1.389
C -1.529890 6.470436 8.122978 -0.15 -0.06 0.09 0.325
C -1.201556 5.425430 7.049721 0.17 0.06 -0.08 -0.630
O -1.788750 4.155845 7.251619 -0.07 -0.03 0.00 -0.409
C -3.136981 4.035132 6.838522 0.04 -0.11 0.08 -0.645
N -1.318256 5.964813 9.482329 0.10 -0.08 -0.10 -0.738
H -3.684366 6.358745 8.424672 0.01 -0.05 -0.01 0.280
H -3.007736 7.966148 8.601104 0.01 -0.02 0.04 0.349
H -3.204198 7.272488 6.988607 0.00 -0.01 0.00 0.340
H -0.828568 7.296286 7.969049 0.04 -0.02 -0.04 0.410
H -0.122920 5.248260 7.069737 -0.01 -0.04 0.01 0.329
H -1.449646 5.800745 6.047404 -0.06 0.03 0.03 0.382
H -3.335714 4.628280 5.941573 -0.01 0.02 0.00 0.324
H -3.830445 4.321613 7.633085 -0.03 0.09 -0.06 0.268
H -3.308959 2.985421 6.605144 -0.02 0.00 -0.02 0.229
H -0.344845 5.698867 9.597443 0.00 0.07 0.03 0.274
H -1.834801 5.094352 9.575565 -0.05 0.04 0.04 0.324
C -4.881568 -9.276546 -2.902425 0.03 -0.06 0.05 -1.492
C -4.003564 -8.738032 -4.028634 -0.22 -0.01 0.04 0.363
C -3.467955 -7.325298 -3.785670 0.26 0.05 -0.07 -0.392
O -4.411205 -6.281226 -3.959958 -0.09 0.02 0.01 -0.367
C -5.291260 -6.062566 -2.877458 0.00 0.07 -0.08 -0.802
N -4.735338 -8.850686 -5.294815 0.11 0.11 -0.02 -0.726
H -5.888351 -8.859749 -2.939623 0.01 0.05 -0.01 0.305
H -4.979718 -10.358189 -2.990012 -0.02 0.00 -0.04 0.361
H -4.453161 -9.052325 -1.923508 0.00 0.01 0.00 0.344
H -3.123930 -9.383736 -4.098977 0.06 0.06 -0.01 0.333
H -2.683437 -7.133203 -4.519834 0.00 0.01 0.01 0.114
H -2.997404 -7.245285 -2.796328 -0.06 -0.05 0.03 0.419
H -4.798753 -6.254073 -1.918776 -0.01 -0.02 0.02 0.349
H -6.189818 -6.680939 -2.949921 0.02 -0.04 0.07 0.262
H -5.598779 -5.016918 -2.911540 0.02 0.01 0.00 0.270
H -4.113687 -8.615597 -6.062921 0.01 -0.08 0.00 0.294
H -5.447613 -8.125605 -5.309923 -0.04 -0.05 0.01 0.319
C 6.344343 6.273606 1.542803 0.06 -0.06 -0.02 -1.393
C 5.787361 6.263544 2.963326 -0.02 0.14 -0.13 0.310
C 4.419484 5.582236 3.095358 0.01 -0.11 0.13 -0.633
O 3.325563 6.337506 2.617231 0.02 0.00 -0.06 -0.433
C 3.124092 6.297291 1.217199 -0.02 0.08 0.12 -0.654
N 5.784138 7.634039 3.482218 -0.11 -0.09 0.08 -0.734
H 5.872562 7.041181 0.929848 -0.05 0.00 0.01 0.277
H 7.411617 6.491125 1.562915 0.00 0.04 0.02 0.361
H 6.203063 5.308270 1.052677 -0.01 0.00 0.00 0.333
H 6.478807 5.682182 3.581170 -0.04 -0.04 0.03 0.425
H 4.218798 5.429508 4.159068 -0.03 0.03 0.00 0.372
H 4.429521 4.590435 2.621669 0.04 0.02 -0.05 0.329
H 3.376855 5.314786 0.806106 0.02 -0.01 -0.02 0.312
H 3.709014 7.065179 0.703993 0.02 -0.07 -0.07 0.217
H 2.070751 6.494857 1.035420 -0.04 -0.01 0.05 0.298
H 5.538049 7.623114 4.467517 0.08 0.01 0.01 0.270
H 5.022708 8.136043 3.033364 0.05 0.03 -0.04 0.318
C 0.789007 -9.862374 -5.087598 0.01 0.01 -0.08 -1.545
C 1.085282 -8.530913 -4.402569 -0.10 -0.17 0.05 0.277
C 2.342467 -8.541661 -3.524395 0.10 0.19 -0.06 -0.641
O 2.200454 -9.214657 -2.288854 -0.03 -0.09 -0.01 -0.367
C 2.326080 -10.620817 -2.341087 -0.01 0.05 0.10 -0.660
N -0.102106 -8.097362 -3.662841 0.06 0.15 0.09 -0.297
H 0.338170 -10.578186 -4.400266 0.02 0.01 0.04 0.302
H 0.082025 -9.713287 -5.903813 -0.03 0.01 0.02 0.342
H 1.695394 -10.308737 -5.501437 0.00 0.00 0.01 0.376
H 1.266206 -7.791918 -5.189362 0.07 0.04 0.03 0.310
H 2.578838 -7.507601 -3.263344 -0.03 -0.01 0.05 0.304
H 3.202575 -8.946699 -4.076396 -0.05 -0.05 -0.03 0.426
H 3.068739 -10.927514 -3.084467 -0.01 -0.01 -0.03 0.296
H 1.373553 -11.109041 -2.562788 0.03 -0.03 -0.06 0.234
H 2.656890 -10.955084 -1.358087 0.01 0.02 0.00 0.263
H 0.057382 -7.155727 -3.308360 -0.03 0.03 -0.05 0.121
H -0.165628 -8.671013 -2.825334 -0.04 -0.04 -0.02 0.280
```
Forces are in eV/Å.

---

| no. | total energy (eV) |
| --- | --- |
| 1 | -101247.08993 |
| 2 | -33737.62601 |
| 3 | -122258.65205 |